# 1
Computed, not measured: a 3-piece molecular cluster, C2H9NO3 overall, with ωB97M-V/def2-TZVPD.

Bonds (Å) are listed after each position.
Atoms and positions in Å:
1 C -1.27686 0.27700 0.78837  C2 1.526, O3 1.423, H5 1.096, H6 1.094
2 C -1.39725 0.69310 -0.67449  C1 1.526, H7 1.091, H8 1.094, H9 1.092
3 O 0.01786 -0.21434 1.11738  C1 1.423, H4 1.121
4 H 0.31662 -1.06079 0.44648  O3 1.121
5 H -2.01253 -0.50356 1.01238  C1 1.096
6 H -1.48970 1.12305 1.44805  C1 1.094
7 H -1.14305 -0.14025 -1.33103  C2 1.091
8 H -0.72150 1.52338 -0.89842  C2 1.094
9 H -2.41465 1.01974 -0.89891  C2 1.092
10 N 2.07554 0.55849 -0.00313  O11 1.241, H14 1.130, H15 1.032
11 O 2.52767 -0.58217 -0.19118  N10 1.241
12 O 0.96142 -1.77752 -0.49391  H13 0.965
13 H 1.36794 -2.58967 -0.16888  O12 0.965
14 H 1.19722 0.54609 0.70716  N10 1.130
15 H 1.99126 1.12744 -0.85987  N10 1.032

Calculated values
- Charge: 0
- Energy: -9847.5595 eV
- Highest occupied orbital energy (spin up / spin down): -9.5 / -10.0 eV
- Energy above the lowest of the compared OMol25 structures with the same formula, charge and spin: 587.3 kJ/mol
- Gap between HOMO and LUMO (spin up / spin down): 8.38 / 9.26 eV
- LUMO energy (spin up / spin down): -1.092 / -0.741 eV

=====

# 2
Computed, not measured: a 3-piece molecular cluster, C2H9NO3 overall in a non-equilibrium geometry, with ωB97M-V/def2-TZVPD.

Bonds (Å) are listed after each position.
Atoms and positions in Å:
1 C -1.71639 -0.22832 -0.29600  N2 1.472, H5 1.138, H6 1.165, H7 1.086
2 N -1.09331 1.10471 -0.31657  C1 1.472, C3 1.381, H8 1.062
3 C -0.25170 1.42139 0.73214  N2 1.381, O4 1.214, H9 1.134
4 O 0.20848 0.57262 1.46736  C3 1.214
5 H -1.77531 -0.75768 0.70961  C1 1.138
6 H -1.01712 -0.97068 -0.85815  C1 1.165
7 H -2.75302 -0.35254 -0.59477  C1 1.086
8 H -0.60995 1.42788 -1.20541  N2 1.062
9 H 0.01724 2.50021 0.95306  C3 1.134
10 O 1.21628 -1.83692 0.67762  H11 1.026, H12 0.908
11 H 0.55298 -1.07433 0.85217  O10 1.026
12 H 1.89730 -1.77302 1.27476  O10 0.908
13 O 1.24620 -0.28712 -1.88636  H14 0.977, H15 1.011
14 H 0.85908 -0.82911 -2.60115  O13 0.977
15 H 0.92278 -0.65076 -0.99991  O13 1.011

Calculated values
- Charge: 0
- Energy: -9851.7291 eV
- Highest occupied orbital energy: -10.3 eV
- Energy above the lowest of the compared OMol25 structures with the same formula, charge and spin: 185.0 kJ/mol
- Gap between HOMO and LUMO: 11.05 eV
- SMILES: CNC=O.O.O
- LUMO energy: 0.742 eV

=====

# 3
Computed, not measured: a 3-piece molecular cluster, C2H9NO3 overall in a non-equilibrium geometry, with ωB97M-V/def2-TZVPD.

Bonds (Å) are listed after each position.
Atoms and positions in Å:
1 O -0.70038 -2.78873 -1.91059  C2 1.172
2 C -0.78044 -1.82823 -1.24463  O1 1.172, C3 1.598, H5 1.111
3 C -0.51461 -2.00308 0.32130  C2 1.598, N4 1.461, H6 1.080, H7 1.101
4 N -1.55162 -1.40857 1.16196  C3 1.461, H8 1.017, H9 1.014
5 H -1.16114 -0.83600 -1.56707  C2 1.111
6 H -0.34552 -3.03784 0.58054  C3 1.080
7 H 0.34230 -1.34056 0.51621  C3 1.101
8 H -2.44224 -1.16826 0.73414  N4 1.017
9 H -1.17094 -0.52826 1.49224  N4 1.014
10 H 1.33652 4.94555 -1.63312  O12 0.927
11 H 0.86244 5.85071 -2.89146  O12 0.963
12 O 0.75618 5.06323 -2.34696  H10 0.927, H11 0.963
13 H 2.47869 -0.64239 2.42196  O15 0.991
14 H 1.06210 -0.14946 2.48703  O15 0.979
15 O 1.82866 -0.12810 1.87845  H13 0.991, H14 0.979

Calculated values
- Charge: +1
- 2S+1: 2
- Energy: -9841.8700 eV
- Highest occupied orbital energy (spin up / spin down): -13.5 / -13.5 eV
- Energy above the lowest of the compared OMol25 structures with the same formula, charge and spin: 141.3 kJ/mol
- Gap between HOMO and LUMO (spin up / spin down): 8.30 / 3.99 eV
- LUMO energy (spin up / spin down): -5.208 / -9.514 eV

=====

# 4
Computed, not measured: a 3-piece molecular cluster, C2H9NO3 overall in a non-equilibrium geometry, with ωB97M-V/def2-TZVPD.

Bonds (Å) are listed after each position.
Atoms and positions in Å:
1 C -1.66879 -0.09035 -0.02582  N2 1.381, O4 1.213, H5 1.098
2 N -1.19556 -1.19094 -0.71214  C1 1.381, C3 1.433, H6 1.012
3 C -0.00272 -1.10826 -1.50185  N2 1.433, H7 1.092, H8 1.106, H9 1.050
4 O -1.14827 0.99209 -0.19738  C1 1.213
5 H -2.49652 -0.28685 0.66773  C1 1.098
6 H -1.60296 -2.09987 -0.53297  N2 1.012
7 H -0.12041 -1.78774 -2.34873  C3 1.092
8 H 0.85601 -1.45998 -0.89930  C3 1.106
9 H 0.20040 -0.12116 -1.79595  C3 1.050
10 H 0.05437 1.36218 1.40799  O12 0.967
11 H -0.54114 1.90854 2.66906  O12 0.966
12 O 0.26875 1.49519 2.34162  H10 0.967, H11 0.966
13 H 3.13168 1.17414 0.13312  O15 0.964
14 H 1.87372 0.63983 0.80024  O15 0.960
15 O 2.39145 0.57319 -0.00563  H13 0.964, H14 0.960

Calculated values
- Charge: +1
- 2S+1: 2
- Energy: -9842.8700 eV
- Highest occupied orbital energy (spin up / spin down): -15.0 / -15.0 eV
- Energy above the lowest of the compared OMol25 structures with the same formula, charge and spin: 44.8 kJ/mol
- Gap between HOMO and LUMO (spin up / spin down): 10.39 / 5.20 eV
- LUMO energy (spin up / spin down): -4.634 / -9.814 eV

=====

# 5
Computed, not measured: one molecule with the formula C2H9NO3Si in a non-equilibrium geometry, with ωB97M-V/def2-TZVPD.

Bonds (Å) are listed after each position.
Atoms and positions in Å:
1 C -2.17977 0.65964 0.33065  O2 1.367, H8 1.105, H9 1.101, H10 1.140
2 O -1.58637 -0.57149 0.34317  C1 1.367, Si3 1.651
3 Si -0.03693 -1.00189 -0.02911  O2 1.651, N4 2.193, O5 1.605, O6 1.621
4 N 0.56460 -0.50459 -2.07844  Si3 2.193, H11 0.983, H12 0.969
5 O 0.06442 -2.59566 0.13303  Si3 1.605, H13 0.961
6 O 0.79935 0.05745 0.86851  Si3 1.621, C7 1.352
7 C 1.89236 0.84822 0.78507  O6 1.352, H14 1.070, H15 1.158, H16 1.149
8 H -3.20972 0.57000 -0.05909  C1 1.105
9 H -1.84493 1.52658 -0.25886  C1 1.101
10 H -2.24405 0.93110 1.43622  C1 1.140
11 H 0.70591 0.46074 -1.95796  N4 0.983
12 H 1.40126 -0.92202 -2.33467  N4 0.969
13 H -0.79783 -2.79379 0.50750  O5 0.961
14 H 1.99429 1.37674 1.70971  C7 1.070
15 H 1.70349 1.78074 0.12546  C7 1.158
16 H 2.77391 0.17825 0.47881  C7 1.149

Calculated values
- Charge: 0
- Energy: -17732.0007 eV
- Highest occupied orbital energy: -9.2 eV
- Energy above the lowest of the compared OMol25 structures with the same formula, charge and spin: 164.4 kJ/mol
- Gap between HOMO and LUMO: 9.82 eV
- SMILES: CO[Si](N)(O)OC
- LUMO energy: 0.589 eV

=====

# 6
Computed, not measured: a 3-piece molecular cluster, C2H9NO4 overall in a non-equilibrium geometry, with ωB97M-V/def2-TZVPD.

Bonds (Å) are listed after each position.
Atoms and positions in Å:
1 O -2.01820 -1.41577 0.08492  C2 1.215
2 C -1.44954 -0.76697 -0.77072  O1 1.215, N3 1.383, H6 1.086
3 N -0.07491 -0.63577 -0.70331  C2 1.383, C4 1.413, H7 1.029
4 C 0.86603 -1.20939 0.18136  N3 1.413, O5 1.449, H8 1.094, H9 1.087
5 O 0.86415 -0.47024 1.42717  C4 1.449, H10 0.969
6 H -1.88590 -0.32900 -1.66367  C2 1.086
7 H 0.26444 0.18816 -1.21752  N3 1.029
8 H 0.96413 -2.29014 0.31590  C4 1.094
9 H 1.86053 -1.08484 -0.23978  C4 1.087
10 H -0.06635 -0.57977 1.67466  O5 0.969
11 H -0.39433 2.10951 -4.26645  O13 0.957
12 H 0.87241 1.95612 -3.40737  O13 0.950
13 O 0.04867 2.42492 -3.47846  H11 0.957, H12 0.950
14 H 0.17169 0.56665 3.25179  O16 0.954
15 H 0.29606 0.91162 4.74379  O16 0.958
16 O -0.31887 0.62490 4.06770  H14 0.954, H15 0.958

Calculated values
- Charge: +1
- 2S+1: 2
- Energy: -11889.1224 eV
- Highest occupied orbital energy (spin up / spin down): -14.6 / -14.5 eV
- Energy above the lowest of the compared OMol25 structures with the same formula, charge and spin: 223.6 kJ/mol
- Gap between HOMO and LUMO (spin up / spin down): 9.74 / 4.27 eV
- LUMO energy (spin up / spin down): -4.844 / -10.271 eV

=====

# 7
Computed, not measured: a 2-piece molecular cluster, C2H9NOS2 overall in a non-equilibrium geometry, with ωB97M-V/def2-TZVPD.

Bonds (Å) are listed after each position.
Atoms and positions in Å:
1 C -1.02524 0.50299 2.35873  S2 1.867, H4 1.091, H5 1.087, H6 1.083
2 S -0.99250 -1.08709 1.38153  C1 1.867, S3 2.060
3 S 0.90046 -1.73629 1.86869  S2 2.060, H7 1.343
4 H -0.47734 1.27119 1.81165  C1 1.091
5 H -2.08084 0.75966 2.38876  C1 1.087
6 H -0.49629 0.33845 3.28978  C1 1.083
7 H 1.58708 -1.33838 0.78498  S3 1.343
8 N 0.04553 -0.48137 -2.48904  C9 1.458, H11 1.014, H12 1.011
9 C 0.64658 0.64024 -1.77743  N8 1.458, O10 1.390, H13 1.087, H14 1.112
10 O -0.10637 1.06050 -0.68735  C9 1.390, H15 0.975
11 H -0.58717 -1.00400 -1.89273  N8 1.014
12 H 0.72498 -1.13797 -2.84738  N8 1.011
13 H 0.71486 1.47544 -2.47045  C9 1.087
14 H 1.69642 0.41334 -1.49120  C9 1.112
15 H -0.55015 0.32329 -0.22854  O10 0.975

Calculated values
- Charge: 0
- Energy: -27427.4688 eV
- Highest occupied orbital energy: -9.1 eV
- Energy above the lowest of the compared OMol25 structures with the same formula, charge and spin: 60.3 kJ/mol
- Gap between HOMO and LUMO: 9.40 eV
- SMILES: CSS.NCO
- LUMO energy: 0.317 eV

=====

# 8
Computed, not measured: a 2-piece molecular cluster, C2H9NOSi overall in a non-equilibrium geometry, with ωB97M-V/def2-TZVPD.

Bonds (Å) are listed after each position.
Atoms and positions in Å:
1 C -1.24739 -0.89205 -1.07980  C2 1.343, H5 1.086, H6 1.090
2 C -1.24067 -0.26604 0.10849  C1 1.343, Si3 1.868, H7 1.089
3 Si 0.42319 -0.11245 0.94259  C2 1.868, N4 1.730, H8 1.488, H9 1.477
4 N 0.79973 -1.67663 1.57758  Si3 1.730, H10 1.010, H11 1.010
5 H -1.94705 -1.67885 -1.34765  C1 1.086
6 H -0.45792 -0.65197 -1.79138  C1 1.090
7 H -2.15576 0.10096 0.57025  C2 1.089
8 H 1.36705 0.28498 -0.13700  Si3 1.488
9 H 0.41272 0.92447 1.99367  Si3 1.477
10 H 1.24886 -1.68072 2.48246  N4 1.010
11 H 1.28422 -2.29066 0.93860  N4 1.010
12 O 0.39110 3.00135 -1.29254  H13 0.963, H14 0.962
13 H -0.05487 2.15790 -1.16366  O12 0.963
14 H 1.17680 2.77970 -1.80161  O12 0.962

Calculated values
- Charge: 0
- Energy: -13634.0359 eV
- Highest occupied orbital energy: -9.1 eV
- Energy above the lowest of the compared OMol25 structures with the same formula, charge and spin: 307.5 kJ/mol
- Gap between HOMO and LUMO: 9.77 eV
- SMILES: C=C[SiH2]N.O
- LUMO energy: 0.627 eV

=====

# 9
Computed, not measured: a 2-piece molecular cluster, C2H9NS overall, with ωB97M-V/def2-TZVPD.

Bonds (Å) are listed after each position.
Atoms and positions in Å:
1 C -0.59938 -0.54372 -1.35705  S2 1.825, H3 1.091, H4 1.088, H5 1.085
2 S -1.96439 0.04962 -0.30156  C1 1.825, H13 1.368
3 H 0.12103 0.27041 -1.45108  C1 1.091
4 H -0.13389 -1.42410 -0.91839  C1 1.088
5 H -0.97899 -0.71631 -2.35899  C1 1.085
6 C 1.84020 -0.10938 1.57989  N7 1.467, H8 1.101, H9 1.094, H10 1.087
7 N 2.35996 0.37437 0.29570  C6 1.467, H11 1.019, H12 1.021
8 H 1.44288 0.69115 2.22270  C6 1.101
9 H 0.96994 -0.74931 1.40637  C6 1.094
10 H 2.60432 -0.72468 2.04858  C6 1.087
11 H 3.30797 0.70657 0.46503  N7 1.019
12 H 1.85388 1.22690 0.05240  N7 1.021
13 H -1.41932 1.26921 -0.00715  S2 1.368

Calculated values
- Charge: -1
- 2S+1: 2
- Energy: -14543.6090 eV
- Highest occupied orbital energy (spin up / spin down): 1.1 / -4.9 eV
- Energy above the lowest of the compared OMol25 structures with the same formula, charge and spin: 0.0 kJ/mol
- Gap between HOMO and LUMO (spin up / spin down): 2.68 / 8.80 eV
- LUMO energy (spin up / spin down): 3.790 / 3.916 eV

=====

# 10
Computed, not measured: a 2-piece molecular cluster, C2H9NS overall in a non-equilibrium geometry, with ωB97M-V/def2-TZVPD.

Bonds (Å) are listed after each position.
Atoms and positions in Å:
1 C 1.59720 2.34066 1.04262  S2 1.787, H3 1.091, H4 1.179, H5 1.067
2 S 2.23541 1.77431 -0.52799  C1 1.787, H13 1.311
3 H 0.63926 2.82097 0.83642  C1 1.091
4 H 1.20053 1.52833 1.79952  C1 1.179
5 H 2.07762 3.07066 1.65490  C1 1.067
6 C -1.03292 -1.81183 -0.31583  N7 1.551, H8 1.104, H9 1.041, H10 1.096
7 N -1.87459 -1.55977 -1.59338  C6 1.551, H11 1.031, H12 1.026
8 H -1.50731 -2.23438 0.58720  C6 1.104
9 H -0.28833 -2.52029 -0.47916  C6 1.041
10 H -0.53356 -0.91178 0.06057  C6 1.096
11 H -2.52877 -0.76422 -1.54688  N7 1.031
12 H -2.48564 -2.38435 -1.61246  N7 1.026
13 H 2.50110 0.65167 0.09446  S2 1.311

Calculated values
- Charge: -1
- 2S+1: 2
- Energy: -14542.7928 eV
- Highest occupied orbital energy (spin up / spin down): 1.1 / -4.8 eV
- Energy above the lowest of the compared OMol25 structures with the same formula, charge and spin: 78.8 kJ/mol
- Gap between HOMO and LUMO (spin up / spin down): 2.63 / 8.49 eV
- LUMO energy (spin up / spin down): 3.757 / 3.681 eV